#a
Formula: C4H11N3
Source: the Open Molecules 2025 dataset
Level of theory: ωB97M-V with the def2-TZVPD basis set

Element x y z (Å)
H (-1.879, 1.065, -1.776)
N (-2.193, 0.785, -0.848)
C (-1.398, 0.013, -0.226)
C (-1.798, -0.495, 1.121)
C (-0.162, -0.586, -0.835)
N (0.875, -0.165, 0.174)
C (1.266, 1.227, 0.053)
N (1.968, -1.064, 0.145)
H (-0.956, -0.470, 1.808)
H (-2.607, 0.109, 1.521)
H (-2.126, -1.530, 1.038)
H (0.051, -0.170, -1.835)
H (-0.218, -1.676, -0.842)
H (1.770, 1.439, -0.903)
H (1.936, 1.487, 0.874)
H (0.384, 1.860, 0.130)
H (2.613, -0.840, -0.620)
H (2.475, -0.989, 1.022)

Results
Charge = 0
SMILES = [H]/N=C(/C)CN(C)N
HOMO-LUMO gap = 9.946 eV
Molar mass = 101.15 g/mol
Multiplicity = 1
E_LUMO = 0.97 eV

#b
Formula: C4H11N3
Source: the Open Molecules 2025 dataset
Level of theory: ωB97M-V with the def2-TZVPD basis set

Element x y z (Å)
C (-1.023, -0.230, -0.103)
C (-1.048, 1.032, -0.863)
C (-1.077, -1.565, -0.758)
C (1.398, 0.257, 0.352)
N (1.561, 0.118, 1.717)
N (-0.624, 2.221, -0.346)
N (1.982, -0.403, -0.570)
H (-1.124, -0.177, 0.979)
H (1.373, 0.927, 2.288)
H (2.312, -0.474, 2.049)
H (2.636, -1.103, -0.214)
H (-0.929, 2.312, 0.628)
H (0.831, 1.222, 0.071)
H (-0.785, 0.893, -1.913)
H (-2.231, 0.755, -0.564)
H (-0.317, -2.217, -0.322)
H (-2.044, -2.056, -0.599)
H (-0.892, -1.511, -1.832)

Results
Charge = 0
HOMO-LUMO gap (spin up / spin down) = 7.901 / 7.900 eV
Molar mass = 101.15 g/mol
Multiplicity = 1
E_LUMO (spin up / spin down) = 0.11 / 0.11 eV

Which of them is the most stable? Correct choice: #a.

#a
Formula: C4H11N3
Source: the Open Molecules 2025 dataset
Level of theory: ωB97M-V with the def2-TZVPD basis set

Element x y z (Å)
N (3.089, 0.110, -0.281)
C (1.699, 0.110, -0.358)
N (0.862, -0.215, 0.534)
C (-0.220, -1.064, 0.022)
C (-1.540, -0.806, 0.751)
C (-2.198, 0.506, 0.313)
N (-1.678, 1.219, -0.863)
H (3.407, -0.462, -1.052)
H (3.415, -0.233, 0.614)
H (1.362, 0.415, -1.364)
H (0.133, -2.092, 0.004)
H (-0.474, -0.785, -1.011)
H (-2.222, -1.621, 0.504)
H (-1.365, -0.872, 1.824)
H (-3.252, 0.281, 0.155)
H (-2.160, 1.226, 1.141)
H (-2.355, 1.937, -1.062)
H (-0.729, 1.540, -0.770)

Results
Charge = 0
SMILES = N/C=N/CCCN
HOMO-LUMO gap = 9.605 eV
Molar mass = 101.15 g/mol
Multiplicity = 1
E_LUMO = 1.07 eV

#b
Formula: C4H11N3
Source: the Open Molecules 2025 dataset
Level of theory: ωB97M-V with the def2-TZVPD basis set

Element x y z (Å)
C (0.280, 1.730, -1.133)
C (-0.581, 0.467, -1.479)
C (-0.321, -0.734, -0.506)
N (-0.421, -2.209, 1.619)
C (0.830, -1.585, 1.300)
N (0.838, -0.591, 0.301)
N (0.262, 2.242, 0.252)
H (0.020, 2.416, -1.964)
H (1.333, 1.464, -1.356)
H (-1.644, 0.780, -1.356)
H (-0.450, 0.160, -2.491)
H (-1.042, -1.581, -0.770)
H (-0.667, -0.215, 0.463)
H (0.119, -1.104, 2.154)
H (-0.381, -3.129, 2.069)
H (1.788, -2.022, 1.673)
H (0.747, 1.512, 0.755)
H (-0.709, 2.398, 0.466)

Results
Charge = 0
HOMO-LUMO gap = 7.919 eV
Molar mass = 101.15 g/mol
Multiplicity = 1
E_LUMO = 0.07 eV

Which of them is the most stable? Correct choice: #a.

#a
Formula: C4H11N3
Source: the Open Molecules 2025 dataset
Level of theory: ωB97M-V with the def2-TZVPD basis set

Element x y z (Å)
C (1.298, -1.744, 0.040)
C (1.109, -0.234, -0.017)
C (0.072, 0.204, -0.982)
C (-1.244, -0.070, -0.840)
N (-2.233, 0.412, -1.651)
N (0.658, 0.242, 1.469)
N (0.419, 1.651, 1.521)
H (1.542, -2.145, -0.951)
H (2.128, -2.004, 0.705)
H (0.394, -2.241, 0.408)
H (2.066, 0.242, -0.256)
H (0.373, 0.994, -1.665)
H (-1.584, -0.845, -0.160)
H (-3.167, 0.379, -1.255)
H (-2.022, 1.298, -2.101)
H (-0.107, -0.300, 1.880)
H (0.842, 2.164, 2.298)
H (-0.544, 1.997, 1.556)

Results
Charge = 0
SMILES = C[C@@H](/C=C/N)NN
HOMO-LUMO gap = 8.655 eV
Molar mass = 101.15 g/mol
Multiplicity = 1
E_LUMO = 1.01 eV

#b
Formula: C4H11N3
Source: the Open Molecules 2025 dataset
Level of theory: ωB97M-V with the def2-TZVPD basis set

Element x y z (Å)
C (2.105, -0.994, -0.500)
C (1.568, -0.504, 0.584)
N (1.272, -0.177, 1.722)
H (3.120, -1.351, -0.472)
H (1.537, -1.238, -1.379)
H (1.226, 0.796, 1.998)
C (-1.384, -1.444, 0.215)
N (-0.658, -0.342, -0.386)
N (-1.172, 0.930, 0.089)
C (-0.451, 2.024, -0.537)
H (-2.471, -1.352, 0.113)
H (-1.051, -2.365, -0.257)
H (-1.115, -1.485, 1.274)
H (-0.707, -0.359, -1.426)
H (-0.972, 0.924, 1.089)
H (-0.784, 2.954, -0.083)
H (0.640, 1.941, -0.445)
H (-0.702, 2.041, -1.599)

Results
Charge = 0
SMILES = C=C=N.CNNC
HOMO-LUMO gap = 9.029 eV
Molar mass = 101.15 g/mol
Multiplicity = 1
E_LUMO = 1.00 eV

#c
Formula: C4H11N3
Source: the Open Molecules 2025 dataset
Level of theory: ωB97M-V with the def2-TZVPD basis set

Element x y z (Å)
C (-0.246, 1.670, -1.113)
N (0.637, 0.601, -0.734)
C (1.276, 0.680, 0.360)
N (2.219, -0.240, 0.721)
H (0.096, 2.100, -2.054)
H (-0.319, 2.461, -0.353)
H (-1.247, 1.262, -1.251)
H (1.077, 1.454, 1.112)
H (2.378, -0.999, 0.076)
H (2.695, -0.113, 1.597)
C (-1.500, -0.400, 1.372)
N (-1.806, -0.763, 0.222)
C (-0.700, -1.625, -0.771)
H (-0.490, -0.486, 1.826)
H (-2.238, 0.082, 2.016)
H (-0.885, -1.151, -1.730)
H (-1.264, -2.553, -0.699)
H (0.319, -1.980, -0.598)

Results
Charge = 0
SMILES = C/N=C/N.C=NC
HOMO-LUMO gap = 9.725 eV
Molar mass = 101.15 g/mol
Multiplicity = 1
E_LUMO = 0.99 eV

#d
Formula: C4H11N3
Source: the Open Molecules 2025 dataset
Level of theory: ωB97M-V with the def2-TZVPD basis set

Element x y z (Å)
H (-0.295, -1.970, -1.317)
N (-0.102, -1.177, -1.930)
C (0.049, -0.077, -1.263)
N (0.326, 1.061, -1.965)
C (-0.007, 0.033, 0.291)
C (-0.005, -1.320, 1.006)
C (-1.246, 0.839, 0.693)
N (1.205, 0.792, 0.689)
H (0.692, 0.865, -2.889)
H (0.875, 1.728, -1.427)
H (0.017, -1.198, 2.095)
H (-0.905, -1.897, 0.763)
H (0.862, -1.927, 0.719)
H (-1.257, 1.048, 1.769)
H (-1.299, 1.799, 0.168)
H (-2.163, 0.289, 0.450)
H (1.225, 0.875, 1.706)
H (2.026, 0.236, 0.443)

Results
Charge = 0
SMILES = [H]/N=C(/N)C(C)(C)N
HOMO-LUMO gap = 9.972 eV
Molar mass = 101.15 g/mol
Multiplicity = 1
E_LUMO = 0.87 eV

Which of them is the most stable? Correct choice: #d.

#a
Formula: C2HCl2NO
Source: the Open Molecules 2025 dataset
Level of theory: ωB97M-V with the def2-TZVPD basis set

Element x y z (Å)
C (-1.633, -1.309, -0.097)
C (1.263, 1.274, -0.172)
N (-1.300, -0.195, -0.248)
O (-1.921, -2.385, 0.139)
Cl (1.684, -0.122, 0.612)
Cl (2.260, 2.620, 0.224)
H (-0.353, 0.116, -0.458)

Results
Charge = 0
HOMO-LUMO gap (spin up / spin down) = 9.617 / 8.180 eV
Molar mass = 125.94 g/mol
Multiplicity = 3
⟨S²⟩ = 2.007
E_LUMO (spin up / spin down) = 0.65 / -2.81 eV

#b
Formula: C2HCl2NO
Source: the Open Molecules 2025 dataset
Level of theory: ωB97M-V with the def2-TZVPD basis set

Element x y z (Å)
C (-0.072, -0.442, -0.109)
C (-0.389, 1.081, 0.053)
N (0.699, -0.748, -1.003)
O (-1.242, 1.685, -0.412)
Cl (-0.763, -1.426, 1.101)
Cl (0.736, 1.608, 1.245)
H (1.031, -1.758, -0.875)

Results
Charge = 0
HOMO-LUMO gap (spin up / spin down) = 6.875 / 7.405 eV
Molar mass = 125.94 g/mol
Multiplicity = 3
⟨S²⟩ = 2.008
E_LUMO (spin up / spin down) = 0.61 / -4.02 eV

Which of them is the most stable? Correct choice: #a.